Below is a structure of composition C16H41AsN6O9P3SeV, with properties calculated with ωB97M-V with the def2-TZVPD basis set.

Structure (XYZ):
```
78
Properties=species:S:1:pos:R:3:mulliken_charge:R:1
V -0.300 -0.773 0.087 0.801
C 0.569 -3.287 -4.279 -1.644
C -0.260 -3.206 -3.005 0.761
O -1.298 -4.187 -3.030 -0.606
P -1.159 -1.642 -2.852 0.740
O -2.377 -1.699 -3.835 -0.497
O -0.275 -0.462 -3.397 -0.601
O -1.554 -1.374 -1.419 -0.728
P 0.690 -3.374 -1.422 1.141
O 2.133 -3.976 -1.749 -0.558
O 1.021 -1.948 -0.950 -0.508
O -0.134 -4.250 -0.558 -1.009
H -0.053 -3.084 -5.152 0.409
H 0.972 -4.294 -4.378 0.386
H 1.394 -2.577 -4.258 0.315
H -1.330 -4.588 -2.142 0.428
H -2.837 -2.555 -3.831 0.399
H -0.248 0.204 -2.670 -0.160
H 2.142 -4.941 -1.820 0.402
C -3.432 1.532 -1.634 -1.432
N -3.267 2.404 -0.474 0.506
C -3.639 3.733 -0.417 -0.522
C -3.524 4.119 0.871 -0.571
N -3.083 3.022 1.586 0.287
C -2.965 2.961 3.044 -0.845
C -2.918 1.980 0.754 -0.303
Se -2.517 0.219 1.257 -0.166
H -3.399 2.137 -2.537 0.357
H -4.393 1.024 -1.578 0.325
H -2.637 0.795 -1.643 0.644
H -3.972 4.274 -1.285 0.546
H -3.730 5.062 1.344 0.515
H -2.850 3.975 3.420 0.303
H -2.096 2.370 3.316 0.345
H -3.867 2.520 3.464 0.298
N -1.522 -3.532 3.071 -0.008
C -0.844 -2.640 3.871 -0.762
C -0.291 -1.736 3.028 -0.739
N -0.617 -2.083 1.725 1.110
C -1.371 -3.167 1.793 -0.938
H -2.037 -4.339 3.384 0.249
H -0.824 -2.727 4.942 0.443
H 0.272 -0.847 3.261 0.476
H -1.767 -3.706 0.951 0.565
C -0.330 3.228 -2.661 -1.097
P 0.590 2.252 -1.475 1.372
C 0.887 3.285 -0.048 -0.750
C 2.174 1.904 -2.226 -1.208
O -0.208 1.003 -1.107 0.234
H 0.276 4.066 -3.007 0.499
H -1.235 3.615 -2.193 0.231
H -0.602 2.611 -3.519 0.412
H 1.483 4.158 -0.319 0.522
H 1.409 2.696 0.705 0.030
H -0.074 3.617 0.351 0.223
H 2.638 2.836 -2.553 0.561
H 2.048 1.244 -3.086 0.377
H 2.819 1.427 -1.492 0.049
N 1.451 1.669 4.069 -0.587
N 0.347 2.097 3.272 -0.269
H 1.143 1.642 5.033 0.215
H 2.221 2.329 4.024 0.257
H 0.312 3.107 3.179 0.309
H 0.420 1.677 2.352 -0.308
C 3.829 -1.189 -0.596 -0.991
As 2.823 -0.896 1.012 0.992
C 3.859 0.200 2.182 -1.124
C 2.604 -2.599 1.860 -1.182
O 1.359 -0.026 0.812 -0.041
H 4.884 -1.123 -0.332 0.499
H 3.595 -0.446 -1.350 0.225
H 3.591 -2.175 -0.982 0.207
H 4.715 -0.365 2.547 0.480
H 3.208 0.488 3.006 0.247
H 4.211 1.080 1.646 0.381
H 3.528 -3.156 1.699 0.481
H 1.770 -3.134 1.414 0.174
H 2.445 -2.459 2.926 0.422
```

For the energy above the lowest of the compared OMol25 structures with the same formula, charge and spin, the calculation gives 0.297 eV. As for the HOMO energy (spin up / spin down): -13.2 / -13.2 eV. Its multiplicity is 3. The value obtained for the energy is -8245.1819 Eh. As for the net charge: +2. Its frontier orbital gap (spin up / spin down) is 7.66 / 8.72 eV.

Below is a structure of composition C8H16AlFO10P, with properties calculated with ωB97M-V with the def2-TZVPD basis set.

Structure (XYZ):
```
37
Properties=species:S:1:pos:R:3:mulliken_charge:R:1
Al 1.062 -1.169 -2.416 1.075
P 2.666 -3.670 -1.220 0.675
O 1.391 -3.218 -0.343 -0.298
O 3.486 -2.333 -1.390 -0.387
O 2.001 -3.880 -2.631 -0.426
O 3.456 -4.891 -0.603 -0.635
F -0.118 1.156 -3.864 -0.829
C -0.472 2.963 2.662 -1.377
C 0.144 2.047 1.625 0.263
O 1.570 2.043 1.618 -0.339
C 2.214 1.329 0.731 0.726
O 1.672 0.697 -0.156 -0.494
O 3.451 1.334 1.018 -0.356
C 4.424 0.934 0.163 -0.669
H -0.069 2.772 3.656 0.347
H -1.540 2.774 2.771 0.366
H -0.210 4.002 2.458 0.339
H -0.134 2.164 0.578 0.342
H -0.154 1.031 1.886 -0.061
H 4.426 -0.121 -0.114 0.286
H 5.244 0.999 0.880 0.293
H 4.776 1.587 -0.635 0.311
C -2.401 -2.231 1.456 -1.215
C -2.447 -0.742 1.307 0.230
O -3.214 -0.317 0.269 -0.332
C -2.609 0.004 -0.922 0.562
O -1.407 -0.079 -1.151 -0.480
O -3.574 0.407 -1.823 -0.374
C -3.145 0.651 -3.157 -0.509
H -1.661 -2.591 0.742 0.199
H -3.368 -2.690 1.251 0.317
H -2.189 -2.493 2.493 0.386
H -1.406 -0.423 1.259 -0.055
H -2.924 -0.177 2.108 0.375
H -2.454 1.490 -3.083 0.296
H -3.887 0.871 -3.924 0.228
H -2.601 -0.230 -3.498 0.217
```

For the energy above the lowest of the compared OMol25 structures with the same formula, charge and spin, the calculation gives 2.483 eV. As for the HOMO energy: -5.3 eV. The value obtained for the energy is -1750.4325 Eh. As for the net charge: -1. Its frontier orbital gap is 3.86 eV.

Below is an isolated molecule of C6H8O2, with properties calculated with ωB97M-V with the def2-TZVPD basis set.

Structure (XYZ):
```
16
Properties=species:S:1:pos:R:3:mulliken_charge:R:1
C 1.182 1.990 0.122 -0.641
C 1.054 0.683 0.263 -0.419
C 0.231 -0.159 -0.662 0.103
O 1.149 -1.241 -1.058 -0.609
C -1.052 -0.665 -0.049 0.576
C -1.055 -1.879 0.567 -1.126
C -2.165 0.254 -0.180 0.076
O -2.218 1.305 -0.735 -0.445
H 1.710 2.674 0.699 0.328
H 0.632 2.594 -0.712 0.181
H 1.502 0.180 0.993 0.489
H 0.095 0.277 -1.650 0.372
H 1.925 -0.851 -1.583 0.330
H -0.309 -2.603 0.662 0.340
H -1.942 -2.165 0.980 0.330
H -3.112 -0.284 0.402 0.117
```

For the energy above the lowest of the compared OMol25 structures with the same formula, charge and spin, the calculation gives 3.082 eV. As for the HOMO energy: -9.8 eV. The value obtained for the energy is -383.7968 Eh. As for the SMILES: C=C[C@@H](O)C(=C)C=O. Its frontier orbital gap is 9.72 eV.